# 1
One molecule with the formula C4H9F3O2SSi, computed with wB97M-V/def2-TZVPD.

The geometry in XYZ format:
```
20
Properties=species:S:1:pos:R:3:mulliken_charge:R:1
C 0.131 -1.921 -0.160 -1.20
C -0.827 0.861 1.129 -1.04
C 1.449 0.985 -1.167 -1.08
C -3.894 0.915 -1.715 0.67
O -2.939 -1.679 -1.702 -0.45
O -1.215 0.203 -1.773 -0.19
F -3.502 2.200 -1.733 -0.21
F -4.926 0.690 -2.536 -0.23
F -4.320 0.606 -0.487 -0.23
Si -0.162 0.018 -0.500 0.46
S -2.614 -0.488 -2.362 0.45
H 0.831 -2.372 0.625 0.34
H -0.828 -2.381 -0.141 0.35
H 0.598 -2.371 -0.959 0.42
H -1.256 1.882 0.956 0.31
H -1.452 0.282 1.733 0.36
H 0.127 1.070 1.720 0.30
H 2.068 0.295 -1.765 0.28
H 0.956 1.838 -1.663 0.27
H 2.089 1.382 -0.443 0.41
```

Values from the calculation:
E_HOMO	-10.0	eV
LUMO level	0.02358	hartree
charge	0
frontier orbital gap	10.69	eV
2S+1	1

---

# 2
C26H29CuNO6PS2 as an isolated structure, computed with wB97M-V/def2-TZVPD.

The geometry in XYZ format:
```
66
Properties=species:S:1:pos:R:3:mulliken_charge:R:1
Cu 0.530 -0.152 0.730 1.39
O -0.201 0.632 -3.182 -0.80
C -0.278 0.193 -2.042 0.00
O 0.548 0.488 -1.096 -0.50
C -1.480 -0.683 -1.670 0.18
C -2.316 -0.034 -0.549 -0.04
C -3.728 -0.628 -0.542 -1.04
C -3.459 -2.034 0.055 -1.05
C -1.946 -1.978 0.292 -0.17
O -1.752 -0.595 0.650 -0.56
C -1.200 -2.092 -1.049 -0.03
C 0.266 -2.502 -0.859 -0.28
O 0.732 -3.369 -1.582 -0.76
O 0.905 -1.953 0.124 0.17
H -2.069 -0.780 -2.580 0.55
H -2.256 1.051 -0.499 0.61
H -4.384 -0.045 0.104 0.32
H -4.162 -0.658 -1.540 0.39
H -3.989 -2.172 0.998 0.35
H -3.734 -2.847 -0.617 0.37
H -1.560 -2.609 1.087 0.69
H -1.640 -2.865 -1.677 0.55
O -0.053 1.755 1.351 -0.32
C 0.333 2.883 1.069 0.10
C 1.321 3.215 -0.002 -1.02
C 2.690 3.080 0.705 0.91
C 2.851 3.780 2.068 -1.41
C 2.035 3.183 3.232 0.54
C 0.572 3.652 3.296 -1.18
N 0.056 3.919 1.936 -0.25
H 1.168 4.243 -0.344 0.48
H 1.250 2.524 -0.839 0.08
H 3.457 3.450 0.021 0.54
H 2.892 2.015 0.844 -0.85
H 2.657 4.857 1.968 0.46
H 3.907 3.693 2.331 0.49
H 2.522 3.420 4.180 0.55
H 2.056 2.093 3.155 -0.59
H 0.473 4.584 3.855 0.40
H -0.051 2.899 3.773 0.35
H 0.437 4.785 1.585 0.40
S 3.506 -0.112 5.143 -0.54
P 2.925 -0.871 3.424 1.12
S 0.960 -0.531 2.996 -0.79
C 3.246 -2.668 3.357 0.49
C 4.220 -3.226 4.178 -0.73
C 4.500 -4.583 4.101 -0.51
C 3.813 -5.386 3.201 -0.42
C 2.841 -4.830 2.380 -0.71
C 2.551 -3.475 2.461 0.01
C 3.934 -0.224 2.034 0.59
C 4.923 0.721 2.283 -0.52
C 5.689 1.223 1.238 -0.57
C 5.467 0.788 -0.060 -0.52
C 4.483 -0.161 -0.313 -0.50
C 3.726 -0.674 0.730 -0.43
H 4.739 -2.589 4.883 0.31
H 5.254 -5.015 4.749 0.37
H 4.036 -6.444 3.138 0.36
H 2.304 -5.445 1.670 0.44
H 1.788 -3.051 1.819 -0.21
H 5.082 1.051 3.303 0.38
H 6.458 1.960 1.441 0.40
H 6.057 1.187 -0.876 0.38
H 4.295 -0.502 -1.323 0.44
H 2.969 -1.420 0.513 0.10
```

Values from the calculation:
expectation value of S²	0.753
E_HOMO (spin up / spin down)	-5.3 / -5.4	eV
LUMO level (spin up / spin down)	0.09503 / 0.08752	hartree
charge	-1
frontier orbital gap (spin up / spin down)	7.89 / 7.77	eV
2S+1	2

---

# 3
C31H22ClIN8O3S2SbSe4Y as an isolated structure, computed with wB97M-V/def2-TZVPD.

The geometry in XYZ format:
```
74
Properties=species:S:1:pos:R:3:mulliken_charge:R:1
Y -1.297 0.917 0.749 0.60
Cl -7.043 -1.011 -3.275 -0.32
C -5.788 -0.157 -2.400 0.62
C -5.586 1.165 -2.653 -0.65
C -4.621 1.893 -1.930 -0.28
I -4.338 3.904 -2.347 0.01
C -3.832 1.297 -0.955 0.78
O -3.055 1.977 -0.177 -0.98
C -3.991 -0.145 -0.770 0.36
N -3.129 -0.764 0.082 0.70
C -3.292 -2.031 0.373 -0.25
C -4.307 -2.804 -0.218 -1.18
C -5.135 -2.230 -1.144 -0.83
C -4.994 -0.859 -1.453 -0.06
H -6.189 1.668 -3.396 0.38
H -2.617 -2.464 1.109 0.29
H -4.402 -3.842 0.069 0.48
H -5.902 -2.808 -1.642 0.40
Se 1.516 -3.728 5.444 -0.86
Sb -0.676 -2.717 4.543 0.38
Se -2.441 -0.105 3.094 -0.72
Se -0.234 -0.909 2.250 0.45
Se -1.789 -4.541 3.262 -0.78
N 1.051 -1.646 -2.786 0.02
C 0.876 -0.880 -3.947 -0.10
C 1.690 -1.077 -5.050 -0.68
C 1.510 -0.319 -6.202 -0.52
C 0.525 0.654 -6.242 -0.74
C -0.284 0.860 -5.130 -0.54
C -0.129 0.086 -3.991 0.69
S -1.222 0.308 -2.632 -0.11
N -0.455 -0.541 -1.344 0.20
C 0.494 -1.359 -1.567 -0.28
C 1.130 -2.097 -0.429 0.34
C 0.478 -3.148 0.193 -0.04
C 1.078 -3.726 1.305 -0.73
C 2.297 -3.223 1.729 -0.32
C 2.894 -2.209 0.990 -0.45
N 2.338 -1.652 -0.085 -0.41
H 1.871 -2.231 -2.739 0.27
H 2.465 -1.833 -5.007 0.38
H 2.141 -0.495 -7.062 0.37
H 0.383 1.256 -7.129 0.38
H -1.053 1.624 -5.145 0.48
H -0.497 -3.476 -0.144 0.30
H 0.556 -4.486 1.875 0.60
H 2.739 -3.579 2.651 0.38
H 3.858 -1.806 1.281 0.40
N 3.543 -0.180 6.244 -0.64
C 2.835 0.632 5.382 0.89
C 3.488 1.390 4.397 -0.81
C 2.766 2.141 3.495 -0.59
C 1.379 2.178 3.583 -0.16
C 0.716 1.483 4.588 -0.38
C 1.442 0.734 5.495 -0.56
S 0.498 2.908 2.255 1.42
O -0.935 2.641 2.467 -0.72
O 0.865 4.285 2.092 -0.71
N 0.850 2.012 0.935 0.07
C 1.619 2.529 -0.053 0.01
N 2.668 3.328 0.215 -0.43
C 3.302 3.840 -0.824 -0.26
C 2.976 3.553 -2.140 -0.95
C 1.943 2.642 -2.309 0.22
N 1.268 2.130 -1.298 0.06
H 4.470 -0.406 5.916 0.23
H 3.034 -1.032 6.510 0.25
H 4.570 1.349 4.323 0.26
H 3.262 2.682 2.697 0.43
H -0.366 1.505 4.635 0.42
H 0.931 0.147 6.253 0.49
H 4.131 4.504 -0.592 0.40
H 3.509 3.982 -2.975 0.38
H 1.642 2.311 -3.301 0.24
```

Values from the calculation:
E_HOMO	-1.5	eV
LUMO level	0.12245	hartree
charge	-2
frontier orbital gap	4.84	eV
2S+1	1

---

# 4
C5H8O2 as an isolated structure, computed with wB97M-V/def2-TZVPD.

The geometry in XYZ format:
```
15
Properties=species:S:1:pos:R:3:mulliken_charge:R:1
O 2.295 -0.840 0.849 -0.43
C 2.115 -1.510 -0.141 -0.08
C -0.543 0.528 0.620 -0.40
C -1.749 1.113 0.533 -0.34
C -2.372 0.105 -0.422 -0.49
C -0.965 -0.540 -0.326 0.56
O -0.454 -1.500 -0.846 -0.58
H 2.628 1.447 0.252 -0.20
H 1.917 -2.594 -0.085 0.27
H 2.160 -1.081 -1.159 0.24
H 0.379 0.738 1.150 0.41
H -2.160 2.010 0.984 0.38
H 2.583 2.157 0.027 0.20
H -2.647 0.471 -1.417 0.23
H -3.187 -0.505 -0.018 0.23
```

Values from the calculation:
E_HOMO	-9.9	eV
LUMO level	0.01871	hartree
charge	0
frontier orbital gap	10.43	eV
2S+1	1

---

# 5
One molecule with the formula C6H5NO2, computed with wB97M-V/def2-TZVPD.

The geometry in XYZ format:
```
14
Properties=species:S:1:pos:R:3:mulliken_charge:R:1
C 1.957 0.755 0.774 -0.17
C 1.969 0.052 -0.399 0.02
C -1.352 1.774 0.007 -0.47
C -0.245 1.111 0.339 0.58
C -1.578 -0.923 -0.307 -0.77
C -0.212 -0.451 0.136 0.17
N 0.873 -0.465 -0.792 0.00
O 0.889 1.565 0.871 -0.34
O -2.151 0.012 -1.192 -0.61
H 2.779 1.022 1.385 0.41
H -1.622 -1.955 -0.764 0.37
H -2.068 -0.905 0.609 0.37
H 0.129 -0.985 1.007 0.25
H 0.632 -0.606 -1.672 0.18
```

Values from the calculation:
E_HOMO	-8.6	eV
LUMO level	-0.08774	hartree
charge	0
frontier orbital gap	6.26	eV
2S+1	1

---

# 6
One molecule with the formula C7H6N4S2, computed with wB97M-V/def2-TZVPD.

The geometry in XYZ format:
```
19
Properties=species:S:1:pos:R:3:mulliken_charge:R:1
S -2.471 2.251 -0.617 -0.32
C -2.433 0.625 -0.440 0.00
N -3.339 -0.332 -0.925 -0.08
N -2.966 -1.624 -0.472 -0.67
C -2.092 -1.488 0.491 0.20
N -1.637 -0.221 0.556 0.36
N -0.940 0.018 1.890 -0.73
C 0.269 0.417 1.683 -0.17
C 1.185 0.300 0.534 0.75
C 2.459 0.829 0.596 -0.70
C 3.142 0.511 -0.612 -0.30
C 2.418 -0.287 -1.550 -0.51
S 0.854 -0.452 -0.981 0.02
H -3.588 -0.491 -2.127 0.36
H -1.692 -2.297 1.204 0.36
H 0.747 0.674 2.625 0.37
H 3.134 1.371 1.380 0.27
H 4.143 0.852 -0.759 0.39
H 2.809 -0.656 -2.476 0.41
```

Values from the calculation:
SMILES string	S=c1[nH]ncn1/N=C\c1cccs1
E_HOMO	-8.1	eV
LUMO level	-0.01409	hartree
charge	0
frontier orbital gap	7.72	eV
2S+1	1

---

Energy above the lowest of the compared OMol25 structures with the same formula, charge and spin readings, ordered: 7.2; 0.0; 15.1; 81.3; 244.8; 87.5 kcal per mole